[1]
C11H24F3N8O2SW | the ωB97M-V functional and the def2-TZVPD basis

HOMO energy (alpha / beta), eV: -18.68 / -18.67
Charge: +3
Spin multiplicity: 1

Geometry as XYZ:
```
50
C11H24F3N8O2SW, DFT the ωB97M-V functional and the def2-TZVPD basis
W -0.29 -0.02 0.09
N -0.41 -2.35 -0.01
C -0.40 -3.01 1.33
C 0.16 -2.03 2.36
N -0.50 -0.70 2.27
C -1.95 -0.82 2.64
C -2.82 0.07 1.76
N -2.55 -0.28 0.34
C 0.12 0.21 3.28
C 1.50 0.73 2.90
N 1.33 1.56 1.69
H -1.15 -2.81 -0.56
H 0.47 -2.63 -0.46
H 0.22 -3.92 1.32
H -1.41 -3.34 1.59
H 1.24 -1.91 2.18
H 0.04 -2.47 3.36
H -2.10 -0.54 3.68
H -2.28 -1.85 2.54
H -2.60 1.14 1.90
H -3.87 -0.09 2.02
H -3.06 0.39 -0.24
H -3.00 -1.19 0.17
H 0.19 -0.31 4.25
H -0.53 1.08 3.41
H 2.21 -0.07 2.70
H 1.88 1.31 3.74
H 2.25 1.82 1.31
H 0.90 2.43 1.99
C 0.78 -0.08 -5.47
C 1.56 -0.28 -4.24
N 2.84 -0.44 -4.18
N 3.18 -0.59 -2.90
C 2.12 -0.52 -2.10
S 2.09 -0.69 -0.41
N 1.05 -0.34 -2.93
N -0.28 -0.19 -2.48
H 1.46 -0.06 -6.32
H 0.23 0.87 -5.45
H 0.06 -0.89 -5.64
H 4.16 -0.73 -2.65
H -0.86 -0.90 -2.94
H -0.62 0.72 -2.83
F 1.02 4.38 -1.00
C -0.16 4.05 -0.50
F -1.12 4.51 -1.30
F -0.29 4.56 0.71
C -0.25 2.51 -0.36
O -1.11 1.98 0.38
O 0.56 1.74 -0.93
```

[2]
C11H24O3PS | the ωB97M-V functional and the def2-TZVPD basis

HOMO energy, eV: -12.32
Charge: +1
Spin multiplicity: 1

Geometry as XYZ:
```
40
C11H24O3PS, DFT the ωB97M-V functional and the def2-TZVPD basis
C -3.19 -0.36 3.53
C -1.91 0.37 3.78
O -1.81 1.35 4.47
O -0.83 -0.12 3.10
C -0.24 -1.28 3.71
C 1.24 -1.42 3.29
C 1.77 -0.31 2.39
C 1.34 -0.46 0.94
C 1.83 0.69 0.06
C 1.96 0.32 -1.41
C 0.66 -0.20 -2.01
C 0.76 -0.37 -3.53
S -0.30 0.65 -4.58
C -1.94 -0.09 -4.50
P -0.42 2.59 -3.58
O 0.91 3.19 -3.68
H -3.07 -1.43 3.67
H -3.49 -0.20 2.50
H -3.96 0.02 4.19
H -0.81 -2.16 3.41
H -0.31 -1.20 4.79
H 1.35 -2.37 2.77
H 1.84 -1.48 4.20
H 1.46 0.65 2.78
H 2.86 -0.36 2.43
H 0.25 -0.52 0.90
H 1.74 -1.40 0.56
H 1.13 1.53 0.14
H 2.78 1.06 0.42
H 2.73 -0.45 -1.51
H 2.30 1.19 -1.99
H 0.41 -1.17 -1.58
H -0.16 0.46 -1.72
H 1.76 -0.14 -3.89
H 0.52 -1.38 -3.84
H -2.43 0.09 -3.55
H -2.51 0.35 -5.32
H -1.81 -1.15 -4.70
H -1.46 3.18 -4.31
H -0.92 2.32 -2.30
```

[3]
C11H25Cl2GaN2OP2 | the ωB97M-V functional and the def2-TZVPD basis

HOMO energy, eV: -15.45
Charge: +2
Spin multiplicity: 1
Energy relative to the best compared isomer or geometry (same formula, charge and spin), kcal/mol: 20.62

Geometry as XYZ:
```
44
C11H25Cl2GaN2OP2, DFT the ωB97M-V functional and the def2-TZVPD basis
C -1.01 -0.10 -3.22
C -1.20 -0.40 -1.86
H -1.96 0.14 -3.72
H -0.50 -0.96 -3.71
H -0.34 0.78 -3.30
O -1.98 -0.75 -1.05
Cl 1.66 -0.06 -1.89
Ga 0.83 0.11 0.41
P 0.72 -2.39 -0.14
C -0.44 -3.29 0.95
C 0.47 -3.24 -1.75
H 0.71 -4.31 -1.64
H 2.42 -4.10 0.17
H 1.12 -2.79 -2.50
H 3.13 -2.49 -0.20
H -1.46 -2.98 0.72
H -0.58 -3.14 -2.07
C 2.36 -3.02 0.37
H -0.33 -4.37 0.80
H 2.50 -2.81 1.43
H -0.22 -3.04 1.99
P 0.48 2.46 -0.33
C -0.62 3.38 0.80
C 2.11 3.22 -0.02
H 0.73 2.75 -2.74
H 0.10 4.23 -1.96
H -0.99 2.85 -2.24
C 0.04 3.13 -1.98
H 2.88 2.64 -0.54
H 2.11 4.25 -0.39
H -0.47 4.46 0.66
H -0.37 3.12 1.84
H 2.32 3.20 1.05
H -1.67 3.12 0.61
Cl 2.62 0.24 1.74
N -2.62 0.26 2.70
C -1.69 -0.27 3.61
C -0.53 -0.39 2.92
N -0.73 0.06 1.61
C -2.01 0.44 1.52
H -3.61 0.47 2.88
H -1.95 -0.51 4.64
H 0.45 -0.74 3.21
H -2.49 0.84 0.64
```

[4]
C11H25Cl2N2OP2Pm | the ωB97M-V functional and the def2-TZVPD basis

HOMO energy (alpha / beta), eV: -15.44 / -15.43
Charge: +2
Spin multiplicity: 5

Geometry as XYZ:
```
44
C11H25Cl2N2OP2Pm, DFT the ωB97M-V functional and the def2-TZVPD basis
C -1.03 -0.07 -3.26
C -1.40 -0.30 -1.89
H -1.91 0.17 -3.91
H -0.52 -0.98 -3.64
H -0.32 0.79 -3.28
O -2.21 -0.63 -1.10
Cl 2.29 -0.12 -2.26
Pm 1.17 0.05 0.11
P 0.73 -2.65 -0.21
C -0.41 -3.43 0.99
C 0.52 -3.46 -1.83
H 0.75 -4.54 -1.79
H 2.70 -4.12 0.22
H 1.19 -2.98 -2.56
H 3.16 -2.46 -0.21
H -1.44 -3.14 0.72
H -0.51 -3.32 -2.19
C 2.44 -3.07 0.36
H -0.32 -4.53 0.99
H 2.58 -2.80 1.42
H -0.21 -3.05 2.00
P 0.49 2.64 -0.46
C -0.62 3.37 0.79
C 2.18 3.27 -0.02
H 0.78 2.98 -2.85
H 0.13 4.47 -2.09
H -0.93 3.05 -2.39
C 0.08 3.37 -2.09
H 2.92 2.61 -0.49
H 2.38 4.29 -0.37
H -0.61 4.47 0.76
H -0.30 3.03 1.78
H 2.34 3.23 1.06
H -1.64 3.01 0.61
Cl 2.76 0.21 2.04
N -2.84 0.31 2.93
C -1.83 -0.16 3.78
C -0.74 -0.31 2.96
N -1.05 0.04 1.65
C -2.34 0.41 1.67
H -3.79 0.56 3.20
H -1.96 -0.32 4.83
H 0.27 -0.63 3.21
H -2.95 0.75 0.83
```

[5]
C11H25Cl2N3O12 | the ωB97M-V functional and the def2-TZVPD basis

Structure (SMILES): C[N+](=O)[O-].C[N+](=O)[O-].C[N+](=O)[O-].COC(=O)OC.COC(=O)OC.ClCCCl
HOMO energy, eV: -10.67
Charge: 0
Spin multiplicity: 1
Energy relative to the best compared isomer or geometry (same formula, charge and spin), kcal/mol: 45.89

Geometry as XYZ:
```
53
C11H25Cl2N3O12, DFT the ωB97M-V functional and the def2-TZVPD basis
C 0.39 4.78 -7.56
N 1.17 3.77 -6.79
O 2.42 3.78 -7.01
O 0.66 2.95 -5.94
H 0.50 5.72 -7.01
H -0.65 4.50 -7.70
H 1.06 4.87 -8.42
C -5.09 0.55 0.59
N -5.74 0.10 1.92
O -5.02 -0.45 2.76
O -6.95 0.32 2.11
H -4.93 1.62 0.70
H -5.80 0.22 -0.17
H -4.16 -0.02 0.47
C 4.29 -6.80 -4.77
N 4.54 -7.74 -3.66
O 3.92 -8.75 -3.66
O 5.41 -7.36 -2.86
H 3.70 -7.24 -5.57
H 5.34 -6.73 -5.05
H 3.95 -5.87 -4.31
C 0.14 -3.55 1.71
O 1.43 -3.56 1.17
C 2.41 -3.21 1.97
O 2.29 -2.65 3.05
O 3.58 -3.55 1.42
C 4.76 -3.24 1.98
H 0.15 -3.99 2.71
H -0.53 -4.16 1.10
H -0.34 -2.58 1.63
H 4.75 -2.22 2.36
H 5.57 -3.28 1.26
H 4.91 -3.91 2.83
C -2.11 3.99 4.52
O -3.54 3.89 4.70
C -4.16 4.58 5.64
O -3.62 5.33 6.46
O -5.51 4.43 5.48
C -6.38 5.04 6.41
H -1.53 4.64 5.17
H -1.97 4.34 3.50
H -1.70 2.98 4.44
H -7.41 4.68 6.34
H -6.24 6.12 6.37
H -6.14 4.67 7.41
Cl 1.09 1.04 -0.91
C 2.71 0.96 -1.69
C 2.88 -0.26 -2.67
Cl 4.33 -0.19 -3.71
H 3.44 1.11 -0.89
H 2.64 1.83 -2.34
H 2.03 -0.28 -3.36
H 3.07 -1.19 -2.13
```

[6]
C11H26B2N3O4Yb | the ωB97M-V functional and the def2-TZVPD basis

HOMO energy, eV: -9.61
Charge: +1
Spin multiplicity: 1

Geometry as XYZ:
```
47
C11H26B2N3O4Yb, DFT the ωB97M-V functional and the def2-TZVPD basis
C 3.98 -2.40 -0.32
C 2.65 -1.66 -0.31
N 2.83 -0.29 0.18
C 1.64 0.29 0.77
O 0.55 0.05 -0.08
B 0.03 1.35 -0.58
C -0.21 1.29 -2.23
C -1.51 1.83 -2.68
N -2.58 1.21 -3.00
C -1.37 1.63 0.27
C -2.42 0.59 -0.09
C -3.15 -0.01 1.13
C -3.30 -1.56 0.97
C -1.88 -2.20 0.96
N -1.45 -2.65 -0.34
O 1.04 2.35 -0.22
C 1.72 1.83 0.91
B 3.23 2.37 0.90
O 3.77 2.80 -0.26
O 4.02 2.39 2.02
H 4.76 -1.79 -0.78
H 4.31 -2.64 0.70
H 3.91 -3.33 -0.87
H 2.24 -1.61 -1.33
H 1.90 -2.20 0.29
H 3.57 -0.30 0.88
H 1.45 -0.16 1.77
H 0.61 1.88 -2.64
H -0.10 0.26 -2.57
H -1.59 2.93 -2.67
H -2.37 0.20 -3.01
H -1.08 1.53 1.33
H -1.75 2.65 0.13
H -3.15 0.99 -0.79
H -1.94 -0.26 -0.60
H -2.62 0.20 2.07
H -4.11 0.58 1.20
H -3.85 -1.82 0.05
H -3.88 -1.99 1.82
H -1.18 -1.45 1.36
H -1.89 -3.05 1.66
H -1.22 -3.63 -0.37
H -2.03 -2.43 -1.14
H 1.20 2.10 1.84
H 3.09 2.74 -0.94
H 3.54 2.28 2.84
Yb -5.41 -0.86 1.78
```

Repeat the sixth record exactly.
C11H26B2N3O4Yb | the ωB97M-V functional and the def2-TZVPD basis

HOMO energy, eV: -9.61
Charge: +1
Spin multiplicity: 1

Geometry as XYZ:
```
47
C11H26B2N3O4Yb, DFT the ωB97M-V functional and the def2-TZVPD basis
C 3.98 -2.40 -0.32
C 2.65 -1.66 -0.31
N 2.83 -0.29 0.18
C 1.64 0.29 0.77
O 0.55 0.05 -0.08
B 0.03 1.35 -0.58
C -0.21 1.29 -2.23
C -1.51 1.83 -2.68
N -2.58 1.21 -3.00
C -1.37 1.63 0.27
C -2.42 0.59 -0.09
C -3.15 -0.01 1.13
C -3.30 -1.56 0.97
C -1.88 -2.20 0.96
N -1.45 -2.65 -0.34
O 1.04 2.35 -0.22
C 1.72 1.83 0.91
B 3.23 2.37 0.90
O 3.77 2.80 -0.26
O 4.02 2.39 2.02
H 4.76 -1.79 -0.78
H 4.31 -2.64 0.70
H 3.91 -3.33 -0.87
H 2.24 -1.61 -1.33
H 1.90 -2.20 0.29
H 3.57 -0.30 0.88
H 1.45 -0.16 1.77
H 0.61 1.88 -2.64
H -0.10 0.26 -2.57
H -1.59 2.93 -2.67
H -2.37 0.20 -3.01
H -1.08 1.53 1.33
H -1.75 2.65 0.13
H -3.15 0.99 -0.79
H -1.94 -0.26 -0.60
H -2.62 0.20 2.07
H -4.11 0.58 1.20
H -3.85 -1.82 0.05
H -3.88 -1.99 1.82
H -1.18 -1.45 1.36
H -1.89 -3.05 1.66
H -1.22 -3.63 -0.37
H -2.03 -2.43 -1.14
H 1.20 2.10 1.84
H 3.09 2.74 -0.94
H 3.54 2.28 2.84
Yb -5.41 -0.86 1.78
```

Look up the spin multiplicity of the second one.
1

Which value of spin multiplicity does entry 2 give?
1

Please write out number 2 again, unchanged.
C11H24O3PS | the ωB97M-V functional and the def2-TZVPD basis

HOMO energy, eV: -12.32
Charge: +1
Spin multiplicity: 1

Geometry as XYZ:
```
40
C11H24O3PS, DFT the ωB97M-V functional and the def2-TZVPD basis
C -3.19 -0.36 3.53
C -1.91 0.37 3.78
O -1.81 1.35 4.47
O -0.83 -0.12 3.10
C -0.24 -1.28 3.71
C 1.24 -1.42 3.29
C 1.77 -0.31 2.39
C 1.34 -0.46 0.94
C 1.83 0.69 0.06
C 1.96 0.32 -1.41
C 0.66 -0.20 -2.01
C 0.76 -0.37 -3.53
S -0.30 0.65 -4.58
C -1.94 -0.09 -4.50
P -0.42 2.59 -3.58
O 0.91 3.19 -3.68
H -3.07 -1.43 3.67
H -3.49 -0.20 2.50
H -3.96 0.02 4.19
H -0.81 -2.16 3.41
H -0.31 -1.20 4.79
H 1.35 -2.37 2.77
H 1.84 -1.48 4.20
H 1.46 0.65 2.78
H 2.86 -0.36 2.43
H 0.25 -0.52 0.90
H 1.74 -1.40 0.56
H 1.13 1.53 0.14
H 2.78 1.06 0.42
H 2.73 -0.45 -1.51
H 2.30 1.19 -1.99
H 0.41 -1.17 -1.58
H -0.16 0.46 -1.72
H 1.76 -0.14 -3.89
H 0.52 -1.38 -3.84
H -2.43 0.09 -3.55
H -2.51 0.35 -5.32
H -1.81 -1.15 -4.70
H -1.46 3.18 -4.31
H -0.92 2.32 -2.30
```